ORCA calculation (ωB97M-V with the def2-TZVPD basis set) on a structure of composition C3H4N2OS.

Properties
LUMO = -0.861 eV
Orbital gap = 8.45 eV
2S+1 = 1
Relative energy (zero: lowest compared OMol25 entry of this formula, charge and spin) = 118.15 kcal per mole
Max |F| = 4.018 eV/A
HOMO level = -9.31 eV

Cartesian coordinates (Å):
C1 -0.3013 -1.0718 0.3787
C2 0.2650 0.0963 0.2353
C3 1.7094 0.3432 -0.1890
N1 -0.5330 1.2570 0.0889
N2 -1.7260 1.1532 0.0829
O1 -3.1785 -0.7711 -0.7635
S1 -2.5319 -0.3436 0.4449
H1 -0.1388 -2.1284 0.7147
H2 1.9336 1.2579 -0.8043
H3 2.1569 -0.4175 -0.8417
H4 2.3448 0.6248 0.6533

Cartesian forces (eV/Å) of the 3 atoms listed first:
-3.2 -0.6 1.6
2.4 -1.3 -1.5
1.0 1.3 -0.4

***

ORCA calculation (ωB97M-V with the def2-TZVPD basis set) on a structure of composition CsHO.

Properties
LUMO = -0.748 eV
Orbital gap = 6.35 eV
2S+1 = 1
Relative energy (zero: lowest compared OMol25 entry of this formula, charge and spin) = 27.01 kcal per mole
Max |F| = 3.589 eV/A
HOMO level = -7.10 eV

Cartesian coordinates (Å):
Cs1 -1.0281 -0.4730 1.1256
O1 0.9573 0.2480 -0.7678
H1 0.0708 0.2250 -0.3577

Forces on the atoms, in the same order (eV/Å):
-0.7 -0.7 1.4
-1.5 -0.4 1.2
2.2 1.1 -2.6

***

The following energy values (in Eh) correspond, in order, to the records above: -699.48385; -95.87915.